No. 1
C11H12N2O4ReSe2Te2 | ωB97M-V/def2-TZVPD

Calculated values
- Multiplicity: 4
- E_LUMO (alpha / beta): -1.1 / -2.0 eV
- ΔE to the lowest compared entry with this formula, charge and spin: 0.7 kcal/mol

Atoms and positions in Å:
Te: -0.15127 3.57474 -2.00532
H: -4.59412 -2.23109 -0.84181
C: -2.46046 -3.48682 -3.27414
C: -3.91117 -1.43644 -3.38970
H: -4.39379 -0.63905 -2.82410
Se: -1.78814 1.52337 0.57062
C: 2.10049 -1.66434 1.07616
O: 3.15197 -2.21802 1.32492
O: 0.81291 -4.45789 4.56085
C: 0.53085 -2.81908 2.91621
H: -3.23931 -0.98091 -4.11722
C: -4.10393 -3.00448 -1.43473
H: -1.90710 -4.16788 -2.62704
C: 0.86232 -1.94978 1.86591
H: -2.09914 -1.16667 2.19881
C: -3.14091 -2.38165 -2.45554
H: -3.21798 -4.05902 -3.81338
C: -0.80372 -2.55477 3.16675
O: 2.59490 -3.98359 3.32929
Te: -0.45991 3.66920 0.66150
H: 2.86732 -3.40572 2.57128
O: 1.91373 -0.76685 0.15099
N: -1.19972 -1.61137 2.29983
H: -4.67822 -1.99757 -3.92730
Se: 1.16028 1.39811 -1.92150
H: -4.87316 -3.57639 -1.95745
H: -1.76680 -3.06111 -3.99926
H: -3.57316 -3.67865 -0.76115
C: -2.12122 -1.60777 -1.73998
N: -0.19571 -1.23580 1.51076
Re: 0.06852 0.07376 -0.18378
C: -1.28653 -0.94986 -1.13946
C: 1.32629 -3.83057 3.67261
H: -1.46609 -2.98709 3.89789

Atoms 1-6, force components in eV/Å:
Te 0.074 -0.027 -0.010
H 0.007 -0.004 -0.003
C 0.001 -0.009 -0.015
C -0.001 -0.012 -0.013
H 0.001 -0.005 0.000
Se -0.173 -0.098 -0.078

No. 2
C12H14BF5IrN6 | ωB97M-V/def2-TZVPD

Calculated values
- Multiplicity: 6
- Total charge: +2
- E_LUMO (alpha / beta): -6.7 / -10.8 eV
- ΔE to the lowest compared entry with this formula, charge and spin: 19.8 kcal/mol

Atoms and positions in Å:
C: -3.11513 -3.28537 0.67345
F: -3.82138 1.66560 -0.69259
N: -1.66349 -1.67753 0.02202
H: 3.63893 3.73958 0.83047
H: -3.95416 -3.78759 1.18881
H: 4.10838 2.14512 0.21704
F: -1.00197 2.37038 1.50921
Ir: -1.40940 0.27700 -0.56701
H: 2.71957 -1.11174 0.96885
H: -2.50805 -4.69612 -0.99763
C: 3.04164 -3.11445 -0.05886
N: 1.27079 -1.83863 -0.32309
H: -0.44527 -2.46150 -4.72500
C: -2.61054 -2.02845 0.95561
F: -3.38860 1.31134 1.48369
N: -1.43758 -2.85385 -0.72836
H: -0.41537 0.20165 -5.45721
H: 3.44680 2.31621 1.83360
C: 2.16455 -3.76228 -0.94256
C: -2.38493 -3.77796 -0.39703
N: 1.08313 -2.97626 -1.09489
C: 3.39052 2.67377 0.85395
C: 2.41742 -1.91987 0.28155
H: -0.49217 1.58548 -3.11280
C: -0.39242 -1.56701 -4.09592
C: -3.06705 2.08049 0.39167
H: 2.25587 -4.70134 -1.43899
F: -1.18308 3.24307 -0.50679
H: -0.34804 -3.94810 -2.46778
C: -0.46127 0.51859 -3.27609
H: -2.92780 -1.32382 1.71598
F: -3.47882 3.32119 0.66085
N: -0.56598 -0.35864 -2.21086
C: -0.41739 -0.21780 -4.45579
B: -0.31318 -2.95066 -1.82487
H: 2.38269 2.53606 0.44687
H: 3.99208 -3.42453 0.26845
C: -1.49754 2.09869 0.21931
N: -0.37570 -1.65271 -2.73549

Atoms 1-6, force components in eV/Å:
C -0.793 -0.540 0.756
F 1.574 -0.236 1.000
N -0.722 -2.328 1.244
H -0.102 -0.238 0.042
H 0.793 0.405 -0.404
H -0.121 0.079 0.135

No. 3
C2H8S3 | ωB97M-V/def2-TZVPD

Calculated values
- Multiplicity: 1
- E_LUMO: 0.5 eV
- ΔE to the lowest compared entry with this formula, charge and spin: 7.6 kcal/mol

Atoms and positions in Å:
H: -0.44386 2.61448 -1.78894
H: 0.90948 -1.88747 -0.02108
C: 1.60005 -1.38259 0.73176
S: 0.88715 0.98543 -0.84906
S: 0.96649 0.30160 1.13311
H: -0.40559 2.84544 0.03302
H: -1.15770 -0.67536 0.00281
H: 1.50774 -2.03588 1.64288
H: -1.43812 1.66359 -0.71830
H: 2.60779 -1.27239 0.42739
C: -0.47118 2.17924 -0.80708
H: -2.28008 -2.04171 0.66453
S: -2.28218 -1.29439 -0.45103

Atoms 1-6, force components in eV/Å:
H 0.111 0.688 -0.202
H 1.137 0.846 0.632
C -2.467 -0.877 0.501
S 0.299 0.061 0.168
S -0.017 -0.488 -0.321
H 0.335 0.645 -0.019

No. 4
C21H38BCl23NO3S2 | ωB97M-V/def2-TZVPD

Calculated values
- Multiplicity: 1
- Total charge: +1
- E_LUMO: -3.7 eV
- ΔE to the lowest compared entry with this formula, charge and spin: 0.0 kcal/mol

Atoms and positions in Å:
H: 1.63786 -0.59537 -3.67662
O: 2.94750 2.67471 2.07687
Cl: -3.00149 2.72745 1.75573
H: 5.62552 -1.05665 -4.84872
H: 3.40922 -4.15870 -2.58646
C: -4.52137 -8.34255 -1.09074
H: -4.19660 -9.15535 -0.44737
H: 1.03780 0.78950 2.82019
C: -0.21994 -0.82478 -0.74812
H: 1.30625 -2.29134 0.61701
H: -6.85884 6.96254 -1.19203
C: 1.38535 2.90083 -3.87668
C: 0.76554 -0.78895 -3.01466
C: -3.71947 2.46045 3.35075
H: 0.37171 0.49968 0.86305
C: -3.45970 -0.79709 0.69583
H: 4.43317 4.33403 0.63780
C: 2.23633 -1.03390 2.12468
H: 4.93224 -0.77435 4.14779
H: 2.99045 0.63445 -2.11251
S: 3.40539 1.48754 2.78826
Cl: 6.14554 9.25353 3.67011
H: 3.05631 -0.94057 1.36359
Cl: 0.87881 1.58895 -2.79487
Cl: 4.11562 7.34638 4.54613
H: -5.56269 -8.10614 -0.89109
C: -7.65244 1.33316 1.60136
Cl: -7.33318 4.67042 -0.92962
H: -4.39067 -0.36993 0.19072
H: 2.60667 -1.82184 2.84278
Cl: 1.26447 -3.16769 -2.72185
C: 4.86544 -1.31801 5.08742
C: -3.04354 -5.43049 -3.50647
H: -4.08535 -5.19509 -3.30773
C: -0.00692 -0.56034 0.76600
C: 2.47812 -4.27844 -2.03891
H: -0.96646 -0.57295 1.34951
O: 4.56723 0.88030 2.14172
H: 0.90250 3.82290 -3.56411
Cl: 6.48485 5.47016 0.85891
C: -1.58144 -1.58567 -2.76152
Cl: 0.93685 2.55440 -5.54963
H: 2.46591 3.00997 -3.81541
O: -3.28854 -3.04988 -0.57279
H: -8.40487 0.99192 2.30687
C: -0.43833 -1.29242 -3.63113
Cl: -3.53464 -6.91365 -0.75068
Cl: -4.35981 -8.84469 -2.77735
H: 4.33121 -2.22286 -4.49063
Cl: -6.50378 6.59052 1.10707
C: -6.43086 6.15511 -0.60468
H: -3.84829 -1.47611 1.50725
H: 0.40694 -2.32225 2.14681
Cl: -2.05336 -3.99606 -3.16360
Cl: -2.87959 -5.93182 -5.19227
H: 2.11738 -5.29851 -2.14371
H: -8.05993 1.32474 0.59401
Cl: 5.18971 -3.02689 4.78378
H: 5.60318 -0.93683 5.78790
H: -2.83398 0.03352 1.08990
Cl: 3.24894 -1.08350 5.77546
H: -0.56535 -1.47195 -4.71958
H: -4.78384 2.67195 3.29665
B: -2.74545 -1.73883 -0.37688
C: 0.94281 -1.62551 1.44449
Cl: 5.65991 3.61936 -1.24604
Cl: -3.49537 0.79112 3.89140
H: 5.76190 3.23869 1.07891
N: 0.84634 -0.54514 -1.59241
H: -3.24472 3.12747 4.06486
C: 5.47265 4.07907 0.45412
C: 2.00791 0.26362 2.97952
Cl: 4.86991 -0.88720 -2.62241
S: 2.37488 0.11524 -0.99950
C: 4.95590 8.05137 3.15874
H: -2.53373 -1.97639 -3.14676
Cl: -6.26443 0.23610 1.66739
Cl: 2.78182 -3.95618 -0.33318
H: 2.02357 -0.03969 4.06960
H: 4.22632 8.53098 2.51207
Cl: -7.18577 2.98504 2.01624
C: -1.46680 -1.35395 -1.27373
H: -5.39229 6.00371 -0.88508
Cl: 4.08143 2.10514 4.66449
H: -2.72004 -6.24298 -2.86269
C: 4.66925 -1.19930 -4.35322
Cl: 3.48519 -0.10002 -5.07871
H: -4.14224 -2.87645 -1.02026
H: 5.46628 7.25920 2.61870

Atoms 1-6, force components in eV/Å:
H -0.664 -0.302 1.175
O -0.300 -1.129 1.369
Cl 0.005 0.123 -0.020
H -0.106 0.111 0.051
H -0.089 0.102 0.069
C -0.143 -0.208 0.061

Question: ΔE to the lowest compared entry with this formula, charge and spin of number 1 (C11H12N2O4ReSe2Te2)?
Answer: 0.7 kcal/mol

Question: The highest multiplicity belongs to which entry?
Answer: C12H14BF5IrN6

Question: The lowest ΔE to the lowest compared entry with this formula, charge and spin belongs to which entry?
Answer: C21H38BCl23NO3S2